ORCA calculation (the ωB97M-V functional and the def2-TZVPD basis) on a gas-phase ion, C10H14NO (charge +1) at a distorted geometry.

## Properties
Total energy in a.u.: -518.997236
Frontier orbital gap (spin up / spin down) in eV: 6.95 / 7.44
Total charge: +1

Last column: Löwdin charge in e.
Positions of all 26 atoms, in Å:
C  -2.3132  1.5912  0.0426  0.005
C  -2.8589  0.2872  0.0272  -0.103
C  1.3960  -0.5887  0.8154  -0.065
C  1.5315  1.6506  -0.1182  -0.073
C  -0.9944  2.1019  -0.2711  0.027
C  -0.0787  -0.1948  0.4735  -0.206
C  2.2868  0.3192  -0.0351  -0.358
C  -2.3110  -0.9118  -0.4621  0.099
C  0.1061  1.2396  -0.0868  -0.106
C  -0.7011  -2.5737  0.0444  0.030
N  -0.7964  -1.1118  -0.4617  -0.102
O  2.3542  -0.2958  -1.3211  -0.042
H  -3.0745  2.2550  0.2106  0.085
H  -3.8273  -0.0088  0.4578  0.114
H  1.6054  -0.3499  1.9269  0.169
H  1.5833  -1.6066  0.8127  0.080
H  1.8081  2.3285  0.6584  0.125
H  1.7632  2.2576  -1.1494  0.197
H  -0.9373  3.1522  -0.6263  0.138
H  -0.7147  -0.2706  1.4507  0.195
H  3.3171  0.3109  0.2434  0.145
H  0.3368  -2.8522  -0.0262  0.089
H  -0.9937  -2.5850  1.0948  0.118
H  -1.2999  -3.1784  -0.5500  0.075
H  -0.3697  -1.0729  -1.4629  0.235
H  3.1825  0.1071  -1.6874  0.128

ORCA calculation (the ωB97M-V functional and the def2-TZVPD basis) on a molecular structure, C35H26Br2Cl3N6O2SeY at a distorted geometry.

## Properties
Total energy in a.u.: -10797.000589
Frontier orbital gap in eV: 6.46

Last column: Löwdin charge in e.
Positions of all 76 atoms, in Å:
Y  -0.0030  -0.4766  -0.2316  1.172
C  -0.1070  2.7660  1.2766  -0.121
N  0.6464  1.5190  1.4995  -0.188
C  2.0760  1.8118  1.4097  -0.134
C  2.9507  0.5896  1.3923  -0.254
C  4.3249  0.7226  1.5393  -0.027
C  5.0851  -0.4249  1.6386  -0.032
C  4.4535  -1.6590  1.6399  0.006
C  3.0814  -1.7047  1.4432  -0.200
N  2.3604  -0.5932  1.2712  0.118
C  0.2744  0.9653  2.8034  -0.127
C  -1.1412  0.4374  2.7757  -0.279
C  -1.8493  0.2422  3.9501  -0.021
C  -3.1561  -0.2138  3.8839  -0.045
C  -3.7269  -0.4252  2.6397  -0.032
C  -2.9501  -0.2089  1.5182  -0.132
N  -1.6763  0.1888  1.5745  0.025
C  -0.1727  3.1313  -0.1789  -0.282
C  0.5532  4.1896  -0.7016  -0.020
C  0.4482  4.4721  -2.0548  -0.044
C  -0.4201  3.7152  -2.8211  -0.040
C  -1.1165  2.6861  -2.2061  -0.129
N  -0.9776  2.3684  -0.9219  0.111
H  0.3292  3.5866  1.8615  0.132
H  -1.1280  2.6139  1.6189  0.124
H  2.3888  2.4522  2.2487  0.141
H  2.2553  2.3616  0.4830  0.098
H  4.7743  1.7064  1.5751  0.120
H  6.1593  -0.3614  1.7540  0.115
H  5.0238  -2.5600  1.8068  0.108
H  2.0661  -3.1346  0.3697  0.050
H  0.3660  1.7177  3.6002  0.138
H  0.9484  0.1436  3.0452  0.121
H  -1.3741  0.4412  4.9024  0.119
H  -3.7187  -0.3933  4.7907  0.113
H  -4.7452  -0.7691  2.5294  0.112
H  -3.3647  -0.3815  0.5346  0.075
H  1.1968  4.7808  -0.0625  0.117
H  1.0273  5.2716  -2.4977  0.113
H  -0.5496  3.9096  -3.8769  0.111
H  -1.8194  2.0872  -2.7706  0.107
Cl  3.5610  -6.4525  3.2453  0.690
C  2.6525  -5.0413  2.8147  -0.651
C  3.0980  -4.2019  1.8740  -0.060
C  2.3144  -3.0226  1.4656  -0.200
Cl  1.5126  -2.2293  -1.4847  0.110
C  0.9750  -2.8535  2.1064  -0.370
O  0.2081  -1.9556  1.7762  -0.158
C  0.6139  -3.7894  3.1597  -0.553
Cl  -0.8866  -3.5017  3.9573  0.752
C  1.4071  -4.8229  3.4999  -0.081
H  4.0213  -4.4071  1.3497  0.121
H  1.1098  -5.5101  4.2800  0.113
C  -2.9614  -0.7979  -2.8153  -0.058
C  -1.6342  -0.5505  -3.4589  -0.322
C  -1.5231  -0.6754  -4.8619  0.000
C  -0.3514  -0.3784  -5.4874  -0.013
C  0.7416  0.1006  -4.7317  -0.186
C  1.9769  0.5063  -5.2792  -0.621
Br  2.2895  0.3709  -7.1516  0.757
C  2.9671  1.0180  -4.4890  -0.172
C  2.7526  1.1354  -3.1174  -0.580
Br  4.0852  1.9144  -2.0179  0.792
C  1.5868  0.7169  -2.4835  -0.470
O  1.4105  0.8257  -1.2043  -0.299
C  0.5557  0.1854  -3.3330  -0.200
N  -0.6096  -0.1797  -2.7191  0.056
H  -3.7554  -0.3215  -3.3935  0.091
H  -2.9834  -0.4118  -1.7996  0.047
H  -3.1720  -1.8667  -2.7806  0.068
H  -2.3853  -1.0092  -5.4236  0.119
H  -0.2520  -0.4794  -6.5593  0.079
H  3.9070  1.3308  -4.9209  0.096
Se  -1.5558  -2.8440  -0.4292  0.602
C  -3.3402  -2.6942  -0.1773  -0.881
N  -4.4863  -2.5961  -0.0358  0.040

ORCA calculation (the ωB97M-V functional and the def2-TZVPD basis) on a molecular structure, C17H17BrGa at a distorted geometry.

## Properties
Total energy in a.u.: -5156.780447
Frontier orbital gap in eV: 6.89
Total charge: -1

Last column: Löwdin charge in e.
Positions of all 36 atoms, in Å:
C  -1.1495  -0.9772  -3.0799  -0.176
C  -1.1656  -1.9704  -2.0808  -0.204
C  -1.8810  -1.4359  -0.9352  -0.268
H  -0.7734  -2.9781  -2.1429  0.083
C  -2.2949  -0.0859  -1.2854  -0.212
C  -1.8345  0.1768  -2.6034  -0.165
H  -1.9837  1.1097  -3.1299  0.087
H  -0.7191  -1.1056  -4.0628  0.090
H  -2.1620  -1.9840  -0.0249  0.086
H  -2.9235  0.5479  -0.6604  0.091
Ga  0.0095  -0.2672  -0.3926  0.152
Br  0.9457  -2.1189  0.3543  0.493
C  2.0812  0.9557  -0.8776  -0.246
C  1.2664  1.7474  -1.7780  -0.197
C  1.1174  1.0091  -2.9761  -0.194
H  0.8389  2.7169  -1.5562  0.082
C  1.8360  -0.2163  -2.8488  -0.189
C  2.4420  -0.2636  -1.5687  -0.258
H  3.1101  -1.0218  -1.1773  0.061
H  2.4266  1.2408  0.1245  0.087
H  0.5731  1.3536  -3.8371  0.078
H  1.9015  -1.0067  -3.5792  0.079
C  -0.4260  1.2011  0.7106  -0.191
C  -0.2245  0.6024  2.0304  -0.350
C  -1.0795  -0.4337  2.4987  -0.086
C  -0.8968  -0.9277  3.7905  -0.095
C  0.1422  -0.4263  4.5838  -0.118
C  1.0191  0.5519  4.1072  -0.097
C  0.8671  1.0450  2.8084  -0.047
H  0.2813  2.0304  0.4775  0.068
H  -1.4897  1.4343  0.4380  0.080
H  -1.8770  -0.7971  1.8402  0.100
H  -1.5699  -1.6861  4.1455  0.090
H  0.2723  -0.8052  5.6019  0.089
H  1.8130  0.9615  4.7037  0.086
H  1.5073  1.8231  2.3822  0.108

ORCA calculation (the ωB97M-V functional and the def2-TZVPD basis) on 12 unconnected molecules or ions with the total composition C36H72F6O42P6 at a distorted geometry.

## Properties
Total energy in a.u.: -7222.974597
Frontier orbital gap in eV: 10.09
Structure (SMILES): O=C1OC[C@@H](F)O1.O=C1OC[C@@H](F)O1.O=C1OC[C@@H](F)O1.O=C1OC[C@@H](F)O1.O=C1OC[C@@H](F)O1.O=C1OC[C@@H](F)O1.COP(=O)(OC)OC.COP(=O)(OC)OC.COP(=O)(OC)OC.COP(=O)(OC)OC.COP(=O)(OC)OC.COP(=O)(OC)OC

Last column: Löwdin charge in e.
Positions of all 162 atoms, in Å:
O  -25.4460  9.2098  14.5694  0.193
C  -24.7501  9.3834  15.4989  -0.553
O  -24.5570  10.5030  16.1688  0.107
C  -23.7882  10.3164  17.3279  -0.043
C  -23.5556  8.8118  17.2473  -0.283
F  -24.4577  8.1458  18.1430  0.003
O  -23.8735  8.4060  15.9712  0.099
H  -22.8752  10.8212  17.1720  0.130
H  -24.3111  10.4300  18.2662  0.140
H  -22.5795  8.4405  17.4482  0.127
O  -22.1401  10.4116  19.8447  0.186
C  -22.1037  10.2486  21.0015  -0.561
O  -22.6871  11.0561  21.8934  0.099
C  -22.2321  10.6202  23.2171  0.006
C  -21.6288  9.1889  22.9554  -0.298
F  -22.5232  8.2613  23.2866  0.090
O  -21.5058  9.1495  21.5607  0.113
H  -21.4962  11.3333  23.5965  0.136
H  -22.9859  10.6566  23.9502  0.118
H  -20.6870  8.9212  23.3543  0.158
O  -19.5665  2.5466  16.6234  0.164
C  -18.4489  2.2533  16.3142  -0.522
O  -18.0824  1.2502  15.4408  0.071
C  -16.6517  1.3756  15.2179  -0.030
C  -16.2790  2.6357  15.9855  -0.279
F  -16.0838  3.6532  15.0599  0.043
O  -17.3848  2.9306  16.7901  0.131
H  -16.2134  0.4610  15.6652  0.147
H  -16.4456  1.4506  14.1885  0.109
H  -15.4127  2.5403  16.6299  0.161
O  -15.0490  11.4330  12.9979  0.168
C  -16.2300  11.4069  12.9574  -0.563
O  -16.9767  10.3336  13.1344  0.058
C  -18.3784  10.6950  13.2229  0.019
C  -18.2666  12.2655  13.1132  -0.291
F  -18.5459  12.9010  14.2995  0.046
O  -16.9696  12.5614  12.8108  0.143
H  -18.6847  10.2680  12.3264  0.096
H  -18.8801  10.3568  14.1206  0.129
H  -18.9037  12.6845  12.3540  0.157
O  -16.9675  3.2177  12.3906  0.109
C  -17.9667  3.9456  12.4298  -0.482
O  -17.8754  5.2828  12.5368  0.063
C  -19.2096  5.7943  12.6467  -0.022
C  -20.0763  4.5598  12.2317  -0.230
F  -20.3758  4.6704  10.8329  0.002
O  -19.2508  3.4945  12.5157  0.156
H  -19.4590  6.1135  13.6404  0.094
H  -19.2245  6.6001  11.8841  0.153
H  -21.0439  4.4740  12.6774  0.148
O  -20.5802  10.8036  10.7332  0.171
C  -21.3460  10.2942  11.4973  -0.501
O  -22.6538  10.1237  11.3552  0.102
C  -23.2196  9.7193  12.6061  -0.047
C  -22.0726  9.0750  13.3065  -0.338
F  -21.9493  7.7862  12.9287  0.089
O  -21.0074  9.8111  12.7800  0.078
H  -23.4196  10.5986  13.2075  0.144
H  -24.0996  9.1387  12.3541  0.145
H  -21.9965  9.2112  14.3768  0.133
C  -14.5859  8.0276  19.8422  -0.033
O  -15.5082  6.8999  20.0752  -0.215
P  -15.3275  5.4642  19.4785  0.294
O  -15.1372  5.3111  18.0397  -0.222
O  -14.0519  4.9630  20.2689  -0.216
C  -13.0381  4.1368  19.6729  -0.086
O  -16.4777  4.6476  20.1093  -0.171
C  -17.7653  5.1310  20.3825  -0.096
H  -14.2174  8.0237  18.7779  0.089
H  -13.7276  7.9707  20.5311  0.094
H  -15.1485  8.9359  19.9776  0.053
H  -13.4880  3.3404  19.1231  0.067
H  -12.4254  3.6971  20.5074  0.101
H  -12.3432  4.7495  19.0741  0.092
H  -18.1018  5.9397  19.7485  0.062
H  -17.9111  5.4398  21.4235  0.099
H  -18.4426  4.2697  20.2070  0.096
C  -24.5356  5.0414  12.3329  -0.044
O  -23.6917  4.3069  13.2928  -0.219
P  -24.2601  3.7950  14.6655  0.306
O  -23.3152  2.9504  15.4526  -0.237
O  -24.8261  5.0480  15.4448  -0.203
C  -24.9120  4.8801  16.8559  -0.079
O  -25.5903  3.1121  14.3124  -0.216
C  -25.7780  1.7218  13.9891  -0.048
H  -25.3636  5.5430  12.8831  0.097
H  -24.8687  4.3707  11.5351  0.091
H  -23.9705  5.8810  11.9000  0.081
H  -24.0620  4.2956  17.1543  0.059
H  -25.8005  4.3927  17.1732  0.087
H  -24.7855  5.8599  17.2942  0.074
H  -25.9393  1.6871  12.8999  0.098
H  -26.6214  1.3793  14.5930  0.092
H  -24.9047  1.1769  14.3322  0.082
C  -15.1757  7.8901  12.5669  -0.058
O  -14.2602  7.0469  13.3514  -0.252
P  -12.9914  6.5946  12.5254  0.333
O  -12.1996  7.6995  12.0718  -0.204
O  -12.3644  5.6132  13.6525  -0.245
C  -12.5819  5.6628  15.0916  -0.069
O  -13.3673  5.5536  11.3671  -0.212
C  -14.3555  4.5192  11.7126  -0.064
H  -15.7950  7.3384  11.8130  0.107
H  -14.5997  8.6502  12.0912  0.071
H  -15.7767  8.4169  13.3104  0.064
H  -13.5813  6.0849  15.2791  0.067
H  -11.8005  6.3070  15.5731  0.098
H  -12.5111  4.6152  15.4126  0.086
H  -13.9736  3.9205  12.5129  0.074
H  -14.4963  3.9224  10.7827  0.105
H  -15.3032  5.0201  11.9805  0.059
C  -22.1363  1.5263  18.8779  -0.083
O  -22.8690  2.6395  19.3354  -0.219
P  -22.2043  3.5902  20.4159  0.337
O  -20.9069  3.2882  20.9144  -0.180
O  -22.2801  4.9378  19.5457  -0.222
C  -21.7290  6.0365  20.2714  -0.096
O  -23.4133  3.6704  21.4219  -0.198
C  -24.7533  3.9376  21.0052  -0.075
H  -21.1963  1.3483  19.4235  0.089
H  -21.8700  1.8057  17.8884  0.070
H  -22.7390  0.6728  19.0901  0.085
H  -20.7572  5.6299  20.6531  0.087
H  -22.3738  6.3012  21.1132  0.086
H  -21.5369  6.8840  19.6288  0.068
H  -25.4588  3.8166  21.8228  0.092
H  -24.9086  3.2517  20.1692  0.087
H  -24.9169  4.9253  20.6427  0.073
C  -19.1801  8.4762  18.5962  -0.101
O  -19.1674  7.3502  17.7586  -0.222
P  -19.5534  7.5777  16.2253  0.355
O  -20.4728  8.7188  16.0073  -0.227
O  -18.1496  7.7207  15.5052  -0.204
C  -17.1149  6.7044  15.8629  -0.011
O  -20.1859  6.2749  15.6878  -0.212
C  -21.4750  5.9271  16.2531  -0.021
H  -19.1980  8.1666  19.6585  0.094
H  -19.9756  9.1857  18.3715  0.073
H  -18.2135  8.9610  18.4017  0.092
H  -16.9167  6.7929  16.9075  0.053
H  -16.2344  6.9438  15.2837  0.078
H  -17.4826  5.6722  15.6544  0.092
H  -21.6642  4.9206  15.8434  0.093
H  -22.2669  6.6010  15.8519  0.092
H  -21.4004  5.9288  17.2928  0.055
C  -14.3867  9.8418  16.0237  -0.082
O  -15.6674  10.4048  16.1201  -0.192
P  -16.0047  11.3210  17.3066  0.304
O  -15.7843  10.7865  18.6507  -0.225
O  -17.5585  11.5217  16.9353  -0.224
C  -18.4593  12.3812  17.6684  -0.065
O  -15.1891  12.6427  17.1407  -0.206
C  -15.1184  13.4279  15.9048  -0.018
H  -14.1411  9.6591  14.9570  0.103
H  -14.2018  8.9494  16.6030  0.074
H  -13.6547  10.5453  16.3997  0.091
H  -19.3386  12.4376  17.0698  0.075
H  -18.0721  13.3917  17.7499  0.091
H  -18.7176  12.0114  18.6137  0.065
H  -14.5809  12.8306  15.1797  0.082
H  -14.5060  14.2266  16.2203  0.074
H  -16.0953  13.8275  15.6206  0.094

ORCA calculation (the ωB97M-V functional and the def2-TZVPD basis) on 4 unconnected molecules or ions with the total composition C2H12O3S at a distorted geometry.

## Properties
Total energy in a.u.: -707.273857
Frontier orbital gap in eV: 9.15
Structure (SMILES): CSC.O.O.O

Last column: Löwdin charge in e.
Positions of all 18 atoms, in Å:
C  -2.3368  2.7009  -0.8194  -0.451
S  -2.8901  2.5750  0.8871  0.713
C  -2.8400  0.7693  1.1262  -0.421
H  -2.9315  3.3341  -1.4703  0.026
H  -1.3215  3.1190  -0.8493  0.025
H  -2.2424  1.7233  -1.2945  0.033
H  -3.2346  0.2787  0.2537  0.022
H  -3.4710  0.5288  1.9744  0.025
H  -1.8005  0.4774  1.2617  0.029
O  1.9906  -4.5754  -2.4319  -0.064
H  1.1637  -4.1569  -2.6916  0.032
H  2.0176  -4.4945  -1.4735  0.021
O  2.1843  1.5211  1.2104  -0.058
H  1.5226  2.1236  1.5585  0.028
H  3.0214  1.6955  1.6411  0.028
O  3.3314  -2.4602  0.4096  -0.063
H  3.9736  -2.0640  -0.1963  0.040
H  3.8632  -3.0956  0.9041  0.033

In the order shown, the computed energy above the lowest of the compared OMol25 structures with the same formula, charge and spin values come out to 6.048 0.821 0.000 0.000 0.835 eV.